Computed, not measured: a 6-piece molecular cluster, C56H100Br2FNO16S overall at a distorted geometry, with ωB97M-V with the def2-TZVPD basis set.

The geometry in ORCA input format:
```
! RIJCOSX wB97M-V def2-TZVPD def2/J DEFGRID3
* xyz 0 1
C 3.98 0.24 5.56
C 4.06 1.61 4.85
C 3.82 1.48 3.37
C 2.60 1.89 2.86
C 2.31 1.75 1.51
C 0.98 2.18 0.91
C 0.18 3.22 1.73
C -0.96 2.57 2.54
C -1.49 3.63 3.50
C -2.12 2.11 1.62
C -2.60 0.70 2.02
C -1.91 -0.40 1.30
C -1.65 -1.61 1.90
C -2.30 -2.87 1.46
C -0.66 -1.66 3.03
C 3.31 1.19 0.69
C 4.56 0.82 1.18
C 4.80 0.98 2.53
N 5.64 0.26 0.39
C 5.88 -1.16 0.63
C 7.00 -1.37 1.64
O 7.70 -0.57 2.10
Br 7.26 -3.24 2.20
C 5.64 0.60 -1.00
C 6.86 0.63 -1.68
Br 8.50 0.27 -0.82
C 6.93 0.93 -3.03
C 5.79 1.20 -3.73
F 5.87 1.48 -5.03
C 4.57 1.20 -3.10
C 4.52 0.91 -1.74
S 2.93 0.98 -1.02
H 4.80 0.09 6.25
H 3.96 -0.57 4.85
H 3.07 0.16 6.14
H 5.00 2.11 5.06
H 3.28 2.23 5.27
H 1.85 2.30 3.52
H 0.37 1.32 0.64
H 1.24 2.67 -0.03
H 0.84 3.75 2.41
H -0.22 3.96 1.05
H -0.51 1.73 3.06
H -2.12 3.23 4.29
H -2.06 4.36 2.92
H -0.66 4.19 3.92
H -1.81 2.03 0.59
H -2.93 2.83 1.69
H -2.54 0.57 3.10
H -3.64 0.59 1.72
H -1.59 -0.18 0.28
H -2.26 -3.01 0.38
H -3.33 -2.82 1.78
H -1.82 -3.74 1.91
H -0.98 -1.13 3.92
H -0.48 -2.69 3.31
H 0.26 -1.23 2.68
H 5.75 0.70 2.96
H 6.22 -1.65 -0.28
H 5.00 -1.65 1.04
H 7.88 0.97 -3.53
H 3.67 1.43 -3.64
C -5.50 -7.50 1.29
O -4.69 -7.98 0.23
C -4.41 -7.04 -0.79
C -2.95 -7.01 -1.17
O -2.05 -6.54 -0.19
C -1.84 -7.30 0.99
C -1.15 -8.63 0.80
O -1.96 -9.58 0.13
C -1.31 -10.30 -0.90
H -6.56 -7.69 1.09
H -5.21 -8.03 2.20
H -5.36 -6.43 1.46
H -4.73 -6.03 -0.50
H -4.98 -7.33 -1.68
H -2.85 -6.30 -2.00
H -2.62 -7.98 -1.56
H -2.76 -7.41 1.56
H -1.17 -6.68 1.60
H -0.93 -9.04 1.80
H -0.20 -8.48 0.28
H -0.58 -9.67 -1.44
H -2.07 -10.62 -1.61
H -0.80 -11.18 -0.50
C -5.12 5.21 1.47
O -4.21 5.84 0.59
C -3.57 4.97 -0.33
C -3.59 5.52 -1.74
O -4.88 5.58 -2.35
C -5.87 6.48 -1.88
C -5.60 7.96 -2.08
O -4.54 8.43 -1.27
C -3.61 9.24 -1.94
H -4.62 4.92 2.40
H -5.90 5.94 1.71
H -5.59 4.34 1.02
H -4.02 3.98 -0.32
H -2.52 4.88 -0.02
H -3.03 4.81 -2.36
H -3.07 6.47 -1.81
H -6.13 6.27 -0.85
H -6.75 6.25 -2.48
H -6.51 8.50 -1.80
H -5.40 8.15 -3.14
H -3.45 8.90 -2.97
H -2.66 9.16 -1.41
H -3.93 10.29 -1.95
C 2.81 -3.03 3.62
O 2.23 -4.28 3.92
C 3.12 -5.38 3.92
C 2.94 -6.26 5.14
O 3.31 -5.68 6.38
C 2.53 -4.62 6.91
C 1.12 -4.97 7.33
O 0.28 -5.26 6.23
C -0.52 -6.41 6.38
H 2.74 -2.82 2.55
H 2.26 -2.26 4.16
H 3.86 -2.97 3.93
H 4.16 -5.05 3.85
H 2.90 -5.99 3.03
H 3.62 -7.11 5.01
H 1.94 -6.68 5.18
H 2.54 -3.75 6.24
H 3.06 -4.32 7.81
H 0.70 -4.09 7.84
H 1.15 -5.80 8.04
H 0.00 -7.20 6.92
H -0.75 -6.78 5.38
H -1.46 -6.17 6.89
C 2.16 10.18 -0.53
O 1.69 9.39 -1.61
C 1.88 9.94 -2.90
C 2.45 8.94 -3.88
O 3.76 8.51 -3.60
C 4.02 7.70 -2.47
C 3.47 6.29 -2.51
O 2.05 6.21 -2.41
C 1.48 5.31 -3.35
H 1.38 10.84 -0.15
H 2.47 9.50 0.27
H 3.03 10.78 -0.82
H 2.54 10.81 -2.86
H 0.91 10.26 -3.28
H 2.51 9.44 -4.84
H 1.77 8.09 -4.01
H 3.75 8.21 -1.55
H 5.11 7.60 -2.45
H 3.89 5.76 -1.64
H 3.83 5.79 -3.41
H 2.01 5.34 -4.30
H 0.45 5.61 -3.52
H 1.50 4.29 -2.95
C -4.80 -1.62 -6.98
O -3.98 -2.76 -7.14
C -2.84 -2.57 -7.95
C -1.58 -3.13 -7.32
O -1.13 -2.48 -6.15
C -1.88 -2.59 -4.95
C -1.94 -3.97 -4.33
O -2.70 -4.89 -5.10
C -2.10 -6.15 -5.27
H -5.59 -1.60 -7.74
H -5.28 -1.69 -6.00
H -4.23 -0.69 -7.02
H -2.68 -1.51 -8.18
H -3.00 -3.10 -8.90
H -0.77 -2.98 -8.05
H -1.66 -4.21 -7.18
H -2.88 -2.17 -5.07
H -1.36 -1.95 -4.24
H -2.43 -3.87 -3.35
H -0.93 -4.34 -4.16
H -1.02 -6.08 -5.38
H -2.50 -6.58 -6.19
H -2.35 -6.81 -4.44
*
```

Properties
Structure (SMILES): CCc1cc(CC[C@@H](C)CCC=C(C)C)c2c(c1)N(CC(=O)Br)c1c(Br)cc(F)cc1S2.COCCOCCOC.COCCOCCOC.COCCOCCOC.COCCOCCOC.COCCOCCOC
E (eV): -247569.697
Gap between HOMO and LUMO (hartree): 0.27104

Löwdin population analysis, charges in e, atoms 1 to 2: -0.075 -0.190


Computed, not measured: a 14-piece molecular cluster, C56H100O20 overall at a distorted geometry, with ωB97M-V with the def2-TZVPD basis set.

The geometry in ORCA input format:
```
! RIJCOSX wB97M-V def2-TZVPD def2/J DEFGRID3
* xyz 0 1
C -0.10 -0.73 -0.33
C 0.67 -0.34 -1.50
C 1.17 1.09 -1.21
O 0.04 1.47 -0.44
C -0.88 0.53 -0.05
H 0.66 -0.88 0.45
H -0.67 -1.66 -0.43
H -0.01 -0.32 -2.35
H 1.38 -1.09 -1.84
H 1.30 1.61 -2.16
H 2.09 1.10 -0.62
H -1.83 0.53 -0.58
H -0.93 0.60 1.04
C 9.18 3.36 -3.99
C 7.78 2.73 -4.04
C 7.61 2.36 -5.53
O 8.49 3.36 -6.17
C 9.29 4.09 -5.25
H 9.91 2.55 -3.88
H 9.19 4.07 -3.17
H 7.12 3.52 -3.68
H 7.59 1.83 -3.45
H 6.62 2.58 -5.93
H 7.86 1.31 -5.73
H 8.82 5.08 -5.24
H 10.25 4.24 -5.74
C 3.01 8.29 -1.70
C 2.77 9.41 -0.76
C 2.07 10.45 -1.77
O 1.99 9.79 -3.05
C 1.93 8.45 -2.78
H 2.95 7.37 -1.11
H 3.99 8.44 -2.15
H 3.75 9.65 -0.36
H 1.96 9.24 -0.04
H 2.79 11.26 -1.83
H 1.18 10.89 -1.32
H 2.23 7.85 -3.64
H 0.93 8.05 -2.57
C 2.30 -9.33 -1.14
C 3.27 -10.07 -0.32
C 2.88 -9.81 1.09
O 2.29 -8.55 1.03
C 1.57 -8.43 -0.13
H 1.62 -10.04 -1.61
H 2.88 -8.86 -1.93
H 4.35 -9.98 -0.44
H 3.28 -11.15 -0.45
H 3.71 -9.84 1.80
H 2.26 -10.61 1.47
H 1.64 -7.41 -0.50
H 0.55 -8.83 -0.09
C -3.02 2.35 7.54
C -4.40 1.80 7.18
C -4.95 1.47 8.60
O -3.74 1.09 9.26
C -2.58 1.37 8.55
H -2.93 3.39 7.88
H -2.34 2.28 6.70
H -4.17 0.99 6.49
H -4.96 2.59 6.68
H -5.72 0.71 8.53
H -5.40 2.36 9.04
H -2.17 0.43 8.19
H -1.86 1.75 9.28
C 8.56 -5.16 -2.42
C 7.89 -4.77 -1.13
C 6.50 -4.78 -1.71
O 6.56 -3.98 -2.87
C 7.81 -4.41 -3.53
H 8.45 -6.23 -2.57
H 9.61 -4.86 -2.35
H 8.25 -3.79 -0.82
H 8.08 -5.44 -0.30
H 5.74 -4.37 -1.05
H 6.16 -5.80 -1.88
H 8.27 -3.53 -3.97
H 7.50 -4.99 -4.40
C 4.47 -2.49 5.36
C 4.65 -3.82 6.10
C 3.20 -4.21 6.59
O 2.44 -2.99 6.40
C 3.32 -1.88 6.09
H 4.06 -2.70 4.36
H 5.36 -1.87 5.29
H 5.27 -3.77 7.00
H 5.19 -4.52 5.46
H 3.12 -4.55 7.62
H 2.80 -5.00 5.95
H 3.65 -1.24 6.91
H 2.77 -1.24 5.40
C 7.53 4.34 2.71
C 6.84 4.27 4.05
C 7.59 3.23 4.83
O 8.18 2.37 3.84
C 8.23 2.98 2.53
H 8.40 4.99 2.71
H 6.88 4.79 1.95
H 5.78 4.02 3.97
H 6.99 5.17 4.65
H 6.86 2.78 5.51
H 8.42 3.61 5.43
H 7.59 2.32 1.93
H 9.18 2.86 2.02
O -6.96 3.72 -3.84
C -7.75 4.33 -4.53
O -7.48 5.52 -5.12
C -8.55 6.06 -5.92
C -9.19 4.76 -6.27
C -9.13 3.92 -5.00
H -8.10 6.46 -6.82
H -9.18 6.88 -5.57
H -8.68 4.20 -7.06
H -10.24 4.81 -6.57
H -9.37 2.86 -5.06
H -9.78 4.39 -4.26
O -10.08 -1.33 5.04
C -9.85 -0.55 4.10
O -9.56 0.70 4.24
C -9.53 1.33 3.03
C -9.10 0.32 2.06
C -9.73 -0.90 2.66
H -8.80 2.14 3.06
H -10.52 1.76 2.86
H -8.01 0.33 2.01
H -9.48 0.42 1.05
H -9.17 -1.83 2.54
H -10.76 -1.12 2.38
O -6.33 -2.98 -2.83
C -6.20 -2.60 -4.01
O -5.11 -2.00 -4.48
C -5.27 -1.58 -5.82
C -6.69 -1.84 -6.19
C -7.19 -2.85 -5.11
H -4.53 -2.17 -6.36
H -4.86 -0.57 -5.85
H -6.63 -2.22 -7.21
H -7.26 -0.92 -6.26
H -7.22 -3.82 -5.60
H -8.23 -2.66 -4.88
O -5.82 -5.46 7.58
C -5.30 -4.98 6.58
O -5.87 -5.03 5.37
C -5.07 -4.45 4.39
C -3.66 -4.49 4.97
C -4.03 -4.19 6.46
H -5.33 -3.43 4.13
H -5.01 -5.04 3.48
H -3.05 -3.76 4.44
H -3.27 -5.47 4.70
H -4.26 -3.12 6.45
H -3.41 -4.47 7.31
O 1.09 -6.59 -10.33
C 1.17 -6.00 -9.24
O 0.11 -5.49 -8.56
C 0.65 -4.80 -7.43
C 2.15 -4.95 -7.37
C 2.44 -6.02 -8.44
H 0.16 -5.17 -6.53
H 0.24 -3.79 -7.54
H 2.35 -5.33 -6.37
H 2.67 -3.99 -7.43
H 2.49 -6.97 -7.90
H 3.37 -5.85 -8.97
O -5.57 6.95 3.89
C -4.73 6.92 3.00
O -3.39 6.77 3.32
C -2.73 6.27 2.13
C -3.53 6.65 0.93
C -4.90 6.65 1.55
H -2.63 5.20 2.30
H -1.70 6.62 2.04
H -3.35 5.94 0.13
H -3.44 7.67 0.57
H -5.46 5.71 1.52
H -5.53 7.35 1.00
*
```

Properties
E (eV): -100633.705
Gap between HOMO and LUMO (hartree): 0.33655

Löwdin population analysis, charges in e, atoms 1 to 2: -0.204 -0.219